# 1
C5H7CoLiO3 as an isolated structure in a non-equilibrium geometry. Source: OMol25; level of theory: ωB97M-V/def2-TZVPD.

Results
Spin multiplicity: 5
Charge: +3
Maximum force: 0.068 hartree/bohr
HOMO (alpha / beta): -21.009 / -21.777 eV
ΔE to the lowest compared entry with this formula, charge and spin: 0.0 kcal per mole
Expectation value of S²: 6.0077
LUMO level (alpha / beta): -0.4490 / -0.6331 hartree
Frontier orbital gap (alpha / beta): 8.79 / 4.55 eV

Cartesian coordinates (Å):
C 3.850 2.595 -0.357
C 3.763 3.787 -0.571
H 3.671 1.538 -0.488
H 3.835 4.863 -0.548
H 1.627 1.567 -0.616
O 0.593 1.926 1.523
Co 0.158 -0.711 -1.497
O 0.878 0.901 -0.459
C 0.269 1.071 0.712
O -0.753 0.308 0.947
C -1.130 -0.853 0.057
C -2.627 -0.759 -0.153
H -0.917 -1.712 0.711
H -3.186 -0.717 0.796
H -2.948 -1.664 -0.691
H -2.909 0.109 -0.766
Li -0.989 1.641 2.720

***

# 2
A 7-piece molecular cluster, C57H127N6O overall in a non-equilibrium geometry. Source: OMol25; level of theory: ωB97M-V/def2-TZVPD.

Results
Spin multiplicity: 1
Charge: +5
Maximum force: 0.052 hartree/bohr
HOMO: -16.614 eV
ΔE to the lowest compared entry with this formula, charge and spin: 96.1 kcal per mole
LUMO level: -0.3399 hartree
Frontier orbital gap: 7.37 eV

Cartesian coordinates (Å):
C -1.137 2.725 -0.899
C -0.571 1.332 -1.082
C -1.702 0.325 -0.908
O 0.195 1.056 -2.204
H -1.887 2.906 -1.670
H -0.411 3.536 -0.958
H -1.511 2.910 0.108
H 0.120 1.250 -0.243
H -2.400 0.720 -0.170
H -1.311 -0.608 -0.501
H -2.184 -0.078 -1.798
C -4.041 -4.078 -1.850
C -3.027 -3.534 -2.930
C -1.635 -3.384 -2.208
C -0.709 -2.598 -3.137
N 0.803 -2.727 -2.946
C 1.566 -1.928 -3.963
C 2.976 -2.451 -4.006
C 2.769 -3.986 -3.809
C 1.294 -4.170 -3.265
C 1.257 -2.185 -1.539
H -3.969 -3.557 -0.896
H -3.757 -5.072 -1.504
H -5.079 -3.983 -2.169
H -3.309 -2.611 -3.436
H -2.937 -4.291 -3.709
H -1.063 -4.274 -1.943
H -1.676 -2.745 -1.326
H -0.971 -1.541 -3.087
H -0.923 -2.946 -4.147
H 1.401 -0.856 -3.849
H 1.127 -2.187 -4.926
H 3.631 -1.964 -3.284
H 3.442 -2.402 -4.990
H 3.420 -4.442 -3.063
H 2.813 -4.491 -4.773
H 1.227 -4.774 -2.360
H 0.744 -4.706 -4.038
H 2.336 -2.262 -1.404
H 0.715 -2.767 -0.794
H 1.215 -1.095 -1.539
C -2.873 6.004 -4.940
C -3.401 4.845 -4.125
C -3.442 3.517 -4.910
C -1.984 3.025 -5.264
N -1.845 1.532 -5.765
C -2.517 1.352 -7.082
C -1.736 0.141 -7.714
C -0.344 0.154 -7.131
C -0.401 1.278 -6.033
C -2.347 0.526 -4.689
H -2.843 5.756 -6.001
H -1.964 6.490 -4.584
H -3.627 6.785 -4.842
H -4.367 5.037 -3.658
H -2.843 4.639 -3.211
H -4.044 3.663 -5.807
H -3.974 2.767 -4.325
H -1.335 3.074 -4.389
H -1.404 3.699 -5.895
H -3.602 1.264 -7.027
H -2.243 2.245 -7.644
H -2.209 -0.826 -7.546
H -1.810 0.236 -8.797
H -0.166 -0.798 -6.630
H 0.433 0.316 -7.879
H 0.089 1.145 -5.068
H 0.010 2.209 -6.424
H -2.320 -0.453 -5.167
H -3.373 0.747 -4.395
H -1.634 0.678 -3.879
C -3.403 -2.442 1.920
C -4.823 -3.000 1.993
C -4.920 -4.094 3.061
C -4.490 -3.637 4.496
N -4.507 -4.754 5.593
C -3.597 -5.949 5.282
C -3.347 -6.579 6.620
C -3.247 -5.410 7.660
C -4.117 -4.289 7.005
C -6.006 -5.242 5.758
H -2.858 -2.379 2.861
H -3.338 -1.378 1.693
H -2.778 -3.050 1.266
H -4.978 -3.466 1.020
H -5.577 -2.229 2.153
H -4.424 -5.017 2.758
H -5.934 -4.490 3.007
H -5.007 -2.731 4.813
H -3.441 -3.367 4.619
H -4.100 -6.611 4.577
H -2.658 -5.628 4.832
H -4.173 -7.219 6.929
H -2.478 -7.237 6.589
H -3.521 -5.537 8.707
H -2.191 -5.143 7.693
H -5.061 -4.086 7.510
H -3.619 -3.321 6.950
H -6.310 -5.643 4.791
H -6.594 -4.371 6.048
H -6.089 -5.973 6.562
C 0.990 6.418 -4.961
C 1.266 4.923 -4.758
C 2.403 4.658 -3.721
C 2.907 3.148 -3.713
N 3.961 2.939 -2.618
C 4.501 1.512 -2.630
C 4.915 1.128 -1.239
C 4.439 2.284 -0.313
C 3.416 3.046 -1.202
C 5.157 3.855 -2.903
H 1.909 6.902 -5.291
H 0.607 6.901 -4.062
H 0.301 6.616 -5.782
H 1.652 4.543 -5.703
H 0.400 4.302 -4.528
H 2.046 4.862 -2.711
H 3.282 5.300 -3.781
H 3.482 2.955 -4.618
H 2.082 2.439 -3.643
H 5.200 1.402 -3.459
H 3.672 0.863 -2.912
H 5.995 1.070 -1.103
H 4.414 0.182 -1.030
H 5.263 2.951 -0.061
H 3.890 2.005 0.586
H 3.295 4.086 -0.899
H 2.468 2.540 -1.384
H 4.997 4.899 -2.633
H 5.449 3.799 -3.951
H 6.015 3.555 -2.302
C 0.233 -1.795 1.953
C 1.504 -0.850 1.895
C 2.423 -1.033 3.053
C 3.243 -2.345 2.965
N 4.167 -2.656 4.251
C 5.388 -1.753 4.350
C 6.463 -2.501 5.193
C 6.298 -3.964 4.699
C 4.840 -4.036 4.050
C 3.374 -2.682 5.577
H 0.354 -2.822 1.609
H -0.419 -1.365 1.192
H -0.314 -1.864 2.894
H 1.128 0.170 1.809
H 2.097 -0.961 0.987
H 1.750 -0.961 3.908
H 3.073 -0.158 3.088
H 3.876 -2.390 2.080
H 2.533 -3.172 2.985
H 4.936 -0.965 4.953
H 5.601 -1.340 3.364
H 6.341 -2.287 6.255
H 7.459 -2.134 4.942
H 6.535 -4.729 5.438
H 7.066 -4.042 3.929
H 4.228 -4.800 4.530
H 4.874 -4.090 2.962
H 2.540 -3.370 5.444
H 2.902 -1.700 5.553
H 4.075 -2.842 6.396
C -3.262 1.326 4.369
C -2.163 1.009 3.315
C -1.364 2.169 2.745
C -0.254 2.773 3.732
N 0.745 3.843 3.065
C -0.077 5.021 2.534
C 0.954 6.149 2.550
C 1.832 5.920 3.809
C 1.575 4.471 4.232
C 1.765 3.207 2.110
H -2.717 1.847 5.156
H -3.699 0.420 4.789
H -4.131 1.835 3.953
H -2.643 0.495 2.482
H -1.452 0.327 3.782
H -2.087 2.983 2.707
H -1.055 1.774 1.778
H 0.384 2.063 4.258
H -0.811 3.387 4.440
H -0.472 4.683 1.576
H -0.890 5.173 3.244
H 1.593 6.154 1.667
H 0.362 7.063 2.581
H 2.889 6.159 3.690
H 1.438 6.577 4.584
H 2.443 3.828 4.375
H 0.962 4.600 5.124
H 2.264 2.387 2.627
H 2.439 4.021 1.847
H 1.350 2.848 1.168

***

# 3
C3H7N5 in the gas phase in a non-equilibrium geometry. Source: OMol25; level of theory: ωB97M-V/def2-TZVPD.

Results
Spin multiplicity: 1
Charge: 0
Maximum force: 0.112 hartree/bohr
Structure (SMILES): [H]/N=C(/N)N(/C=N/[H])/C=N/[H]
HOMO: -9.114 eV
ΔE to the lowest compared entry with this formula, charge and spin: 34.8 kcal per mole
LUMO level: 0.0261 hartree
Frontier orbital gap: 9.82 eV

Cartesian coordinates (Å):
H -1.362 1.461 1.589
N -0.708 1.957 1.011
C -0.024 1.218 0.155
N 0.990 1.748 -0.658
N -0.331 -0.121 -0.210
C 0.484 -0.727 -1.213
N 0.623 -2.001 -1.068
H 1.322 -2.287 -1.714
C -0.870 -1.026 0.665
N -1.176 -0.662 1.895
H -1.496 -1.482 2.421
H 1.951 1.298 -0.701
H 1.143 2.686 -0.522
H 0.669 -0.055 -1.944
H -1.214 -2.007 0.292

***

# 4
C2H2N2O2 as an isolated structure in a non-equilibrium geometry. Source: OMol25; level of theory: ωB97M-V/def2-TZVPD.

Results
Spin multiplicity: 1
Charge: 0
Maximum force: 0.049 hartree/bohr
HOMO (alpha / beta): -10.330 / -10.331 eV
ΔE to the lowest compared entry with this formula, charge and spin: 131.6 kcal per mole
LUMO level (alpha / beta): -0.0794 / -0.0793 hartree
Frontier orbital gap (alpha / beta): 8.17 / 8.17 eV

Cartesian coordinates (Å):
C 2.110 -0.350 -0.438
C -1.532 -0.130 0.454
N 3.127 -0.182 -0.956
N -0.526 0.469 -0.029
O 0.971 -0.580 0.034
O -0.293 1.518 -0.518
H -1.385 -1.119 0.865
H -2.472 0.373 0.589

***

# 5
C6H8IrO6 as an isolated structure in a non-equilibrium geometry. Source: OMol25; level of theory: ωB97M-V/def2-TZVPD.

Results
Spin multiplicity: 6
Charge: 0
Maximum force: 0.136 hartree/bohr
HOMO (alpha / beta): -7.100 / -10.252 eV
ΔE to the lowest compared entry with this formula, charge and spin: 22.3 kcal per mole
Expectation value of S²: 8.7606
LUMO level (alpha / beta): -0.0271 / -0.0990 hartree
Frontier orbital gap (alpha / beta): 6.36 / 7.56 eV

Cartesian coordinates (Å):
O -1.053 -0.459 -0.585
O 0.358 0.930 0.361
C 0.045 -0.273 0.152
C -1.416 -1.795 -0.955
C -2.714 -1.738 -1.728
H -0.610 -2.229 -1.563
H -1.529 -2.404 -0.048
H -2.624 -1.087 -2.609
H -2.976 -2.749 -2.069
H -3.530 -1.366 -1.094
C 1.337 -0.686 3.301
C 2.296 -1.745 3.811
O 2.578 -1.373 5.180
C 2.169 -0.121 5.388
O 1.501 0.355 4.355
O 2.445 0.510 6.382
O 0.484 -1.215 1.186
H 0.313 -1.030 3.536
H 3.269 -1.807 3.301
H 1.868 -2.755 3.796
Ir 1.937 0.104 1.284

***

# 6
A 2-piece molecular cluster, C27H31N2O4 overall in a non-equilibrium geometry. Source: OMol25; level of theory: ωB97M-V/def2-TZVPD.

Results
Spin multiplicity: 1
Charge: -1
Maximum force: 0.026 hartree/bohr
HOMO: -2.283 eV
ΔE to the lowest compared entry with this formula, charge and spin: 5.4 kcal per mole
LUMO level: 0.0863 hartree
Frontier orbital gap: 4.63 eV

Cartesian coordinates (Å):
C -0.723 -2.122 4.130
C -1.234 -0.743 3.955
C -0.289 0.301 3.842
N 0.510 1.167 3.835
C -2.616 -0.431 4.151
C -3.633 -1.441 4.341
C -4.937 -1.091 4.676
C -5.323 0.252 4.775
C -4.337 1.241 4.655
C -3.033 0.916 4.296
H -1.512 -2.877 4.226
H -0.053 -2.409 3.311
H -0.127 -2.153 5.058
H -3.364 -2.496 4.280
H -5.670 -1.876 4.879
H -6.357 0.524 4.983
H -4.588 2.286 4.854
H -2.269 1.702 4.189
C 2.094 -3.916 3.132
C 2.902 -3.787 1.870
O 2.398 -2.578 1.237
C 2.807 -2.393 -0.021
C 2.062 -1.286 -0.675
C 1.005 -0.608 -0.167
C 0.417 0.423 -1.022
C -0.944 0.467 -1.366
C -1.443 1.395 -2.252
C -0.548 2.358 -2.812
N -1.036 3.273 -3.697
C -0.195 4.100 -4.521
C -2.433 3.451 -4.024
C -3.373 2.822 -3.013
C -2.897 1.421 -2.631
C 0.835 2.308 -2.493
C 1.283 1.387 -1.583
C 2.619 -1.064 -2.064
O 1.997 -1.104 -3.107
O 3.943 -0.893 -1.979
C 4.646 -0.847 -3.240
C 6.075 -0.684 -2.833
O 3.622 -3.099 -0.578
H 2.460 -4.724 3.764
H 2.132 -2.981 3.697
H 1.054 -4.136 2.880
H 3.973 -3.650 2.069
H 2.757 -4.639 1.195
H 0.568 -0.843 0.807
H -1.621 -0.254 -0.897
H 0.843 4.077 -4.204
H -0.244 3.788 -5.576
H -0.568 5.129 -4.438
H -2.589 4.540 -4.089
H -2.620 3.036 -5.035
H -3.404 3.445 -2.112
H -4.381 2.811 -3.436
H -3.077 0.735 -3.475
H -3.502 1.046 -1.797
H 1.537 3.008 -2.937
H 2.307 1.451 -1.224
H 4.481 -1.785 -3.783
H 4.285 -0.009 -3.840
H 6.705 -0.516 -3.703
H 6.197 0.159 -2.146
H 6.425 -1.584 -2.318

***

# 7
A 2-piece molecular cluster, C6H8N2O2S overall in a non-equilibrium geometry. Source: OMol25; level of theory: ωB97M-V/def2-TZVPD.

Results
Spin multiplicity: 3
Charge: 0
Maximum force: 0.070 hartree/bohr
HOMO (alpha / beta): -7.384 / -9.153 eV
ΔE to the lowest compared entry with this formula, charge and spin: 6.8 kcal per mole
Expectation value of S²: 2.0110
LUMO level (alpha / beta): 0.0289 / -0.1391 hartree
Frontier orbital gap (alpha / beta): 8.17 / 5.37 eV

Cartesian coordinates (Å):
C 1.845 2.314 0.292
C 1.893 0.226 -0.080
C 0.540 1.924 0.169
C -0.521 -0.285 -0.236
C -1.562 0.084 -0.968
C -0.439 -1.579 0.512
N 2.680 1.248 0.124
N 0.583 0.573 -0.065
O 4.830 -0.653 -1.341
O 5.007 -0.941 1.053
S 5.158 -0.060 -0.073
H 2.234 3.293 0.487
H 2.245 -0.768 -0.269
H -2.411 -0.567 -1.081
H -1.594 1.028 -1.484
H -0.383 2.462 0.254
H -0.508 -1.381 1.583
H 0.507 -2.085 0.330
H -1.253 -2.235 0.222

***

# 8
A 4-piece molecular cluster, C35H47N2O7S2 overall in a non-equilibrium geometry. Source: OMol25; level of theory: ωB97M-V/def2-TZVPD.

Results
Spin multiplicity: 1
Charge: -1
Maximum force: 0.086 hartree/bohr
HOMO: -4.760 eV
LUMO level: 0.0707 hartree
Frontier orbital gap: 6.68 eV

Cartesian coordinates (Å):
C -6.385 -0.326 -0.865
C -5.063 -0.844 -0.214
O -5.008 -1.913 0.326
O -3.890 -0.086 -0.245
C -3.367 -0.057 -1.600
C -2.218 -1.163 -1.784
C -0.919 -0.539 -1.146
C 0.362 -1.417 -1.485
N 1.458 -1.140 -0.544
C 2.205 0.010 -1.073
C 2.449 1.210 -0.059
C 1.921 1.015 1.397
C 1.003 2.225 1.888
S 1.944 3.758 2.226
O 1.707 4.114 3.624
O 3.357 3.586 1.951
O 1.254 4.932 1.271
C 2.226 -2.273 -0.073
C 2.553 -3.418 -1.090
C 2.867 -4.844 -0.482
C 3.996 -4.906 0.595
C 1.559 -5.670 -0.084
N 1.733 -2.879 1.232
C 0.539 -2.952 1.359
S -1.074 -2.843 1.660
C 3.668 -1.726 0.427
O 4.654 -1.643 -0.326
O 3.804 -1.388 1.677
H -6.396 -0.534 -1.961
H -6.441 0.792 -0.751
H -7.248 -0.792 -0.326
H -2.896 0.948 -1.750
H -4.158 -0.177 -2.382
H -2.500 -2.132 -1.289
H -2.085 -1.328 -2.892
H -0.756 0.476 -1.594
H -1.015 -0.438 -0.031
H 0.636 -1.371 -2.574
H 0.019 -2.480 -1.311
H 3.122 -0.245 -1.677
H 1.536 0.479 -1.856
H 2.039 2.184 -0.459
H 3.560 1.374 -0.001
H 1.344 0.092 1.622
H 2.799 1.024 2.097
H 0.136 2.399 1.189
H 0.581 1.884 2.872
H 0.462 4.544 0.850
H 3.427 -3.184 -1.761
H 1.722 -3.637 -1.826
H 3.270 -5.430 -1.363
H 4.978 -4.495 0.248
H 3.703 -4.474 1.591
H 4.188 -6.001 0.805
H 1.622 -6.736 -0.403
H 0.681 -5.160 -0.575
H 1.357 -5.575 1.020
C -2.102 8.829 0.091
C -0.798 8.487 -0.245
C 0.008 7.827 0.675
C -0.494 7.501 1.929
C -1.799 7.839 2.264
C -2.602 8.507 1.347
H -2.730 9.346 -0.626
H -0.408 8.736 -1.226
H 1.027 7.566 0.415
H 0.133 6.982 2.645
H -2.191 7.583 3.242
H -3.619 8.776 1.610
C 0.670 -3.761 5.725
C 1.566 -3.233 4.803
C 2.768 -2.687 5.235
C 3.078 -2.676 6.590
C 2.184 -3.208 7.512
C 0.978 -3.746 7.081
H -0.270 -4.183 5.387
H 1.316 -3.247 3.747
H 3.463 -2.270 4.513
H 4.018 -2.254 6.927
H 2.427 -3.201 8.569
H 0.278 -4.155 7.801
C -1.731 0.015 -7.695
C -3.001 -0.497 -7.931
C -3.935 -0.541 -6.903
C -3.600 -0.062 -5.643
C -2.332 0.454 -5.407
C -1.395 0.489 -6.433
H -1.002 0.046 -8.497
H -3.263 -0.864 -8.917
H -4.923 -0.946 -7.084
H -4.330 -0.092 -4.842
H -2.075 0.827 -4.422
H -0.404 0.886 -6.248